(1)
Below is a structure of composition C50H40F15GeN10O2S2W in a non-equilibrium geometry, with properties calculated with wB97M-V/def2-TZVPD.

Output
Highest occupied orbital energy (spin up / spin down)   -14.619 / -15.150 eV
Charge   +3
DFT total energy   -192246.3539 eV
E_LUMO (spin up / spin down)   -8.4308 / -8.4996 eV
Spin multiplicity   3

Atoms and positions in Å:
1 W 0.645 -0.491 0.460
2 Ge -3.076 1.599 1.528
3 S -1.080 0.657 1.712
4 S 0.061 -5.330 -0.874
5 F -2.911 6.886 4.446
6 F -5.692 2.649 0.652
7 F -3.143 0.667 4.414
8 F -1.112 6.308 2.507
9 F -4.862 5.132 5.075
10 F -2.638 2.073 -3.782
11 F -6.520 -2.548 4.279
12 F -5.024 2.786 3.813
13 F -1.261 3.964 1.208
14 F -1.586 1.556 -1.409
15 F -6.801 -2.187 1.622
16 F -5.196 2.944 -3.987
17 F -5.273 -0.395 0.338
18 F -6.705 3.289 -1.770
19 F -4.683 -1.145 5.672
20 O 2.430 -0.956 -0.195
21 O 0.971 1.189 -0.636
22 N -1.047 -0.714 -1.075
23 N 0.311 -2.821 -0.527
24 N 1.197 -3.159 -1.547
25 N -1.279 -3.788 0.886
26 N -1.447 -1.292 -4.631
27 N -2.971 -1.462 -2.923
28 N 1.796 0.570 2.003
29 N 0.883 -1.964 1.936
30 N 1.496 1.914 -3.185
31 N 4.337 -0.472 -2.610
32 C 2.221 1.455 -4.384
33 C -2.984 5.733 3.816
34 C -3.392 2.225 -2.689
35 C -3.238 -1.364 -1.630
36 C -1.734 -1.161 -3.307
37 C 1.866 -2.775 1.938
38 C 3.263 -1.910 0.034
39 C -5.467 2.836 -1.664
40 C 0.266 -1.812 3.283
41 C 3.957 -3.835 1.332
42 C -5.787 -1.642 3.664
43 C -5.933 -1.451 2.304
44 C -2.874 1.936 -1.448
45 C 1.656 4.136 1.326
46 C 3.003 -2.858 1.040
47 C 2.898 -0.590 -2.923
48 C 1.794 1.843 2.066
49 C 5.201 -3.898 0.714
50 C -0.774 -0.782 -2.363
51 C -4.077 0.009 3.713
52 C 2.076 -5.078 -2.845
53 C -4.035 3.617 3.482
54 C -4.214 0.250 2.353
55 C -3.628 2.039 -0.293
56 C 1.251 2.404 -0.316
57 C 4.512 -1.964 -0.635
58 C 2.506 -0.054 -4.301
59 C 2.177 -0.102 3.275
60 C 1.192 -4.414 -1.831
61 C -2.067 5.433 2.828
62 C -0.356 -3.855 -0.093
63 C -2.290 -0.993 -0.691
64 C 1.308 -5.949 -3.848
65 C 1.625 3.088 -2.656
66 C -4.926 2.512 -0.439
67 C -3.978 4.830 4.139
68 C -4.693 2.671 -2.798
69 C 5.460 -2.928 -0.233
70 C 1.595 5.165 0.383
71 C 1.523 2.790 1.009
72 C 4.976 -1.104 -1.692
73 C -4.849 -0.917 4.377
74 C 1.713 6.614 0.793
75 C 0.972 -0.656 4.029
76 C -3.110 3.274 2.507
77 C 1.378 3.409 -1.304
78 C -5.144 -0.516 1.669
79 C 6.234 -4.930 1.107
80 C -2.152 4.222 2.188
81 C 1.505 4.768 -0.923
82 H 3.143 2.031 -4.453
83 H 1.914 -3.460 2.783
84 H 4.907 0.070 -3.249
85 H 1.831 4.397 2.368
86 H 6.057 -1.030 -1.789
87 H -1.809 -4.600 1.155
88 H 2.892 -0.885 3.048
89 H 1.317 -1.004 5.004
90 H 3.267 -0.296 -5.046
91 H -4.250 -1.595 -1.318
92 H 2.005 -6.436 -4.531
93 H -2.208 -1.532 -5.246
94 H 0.372 -2.744 3.832
95 H 2.690 0.614 3.910
96 H -1.566 -2.895 1.247
97 H -0.603 -0.944 -5.039
98 H 6.991 -5.050 0.332
99 H 2.103 2.297 3.007
100 H 0.935 1.260 -2.655
101 H 6.749 -4.624 2.021
102 H -2.522 -0.920 0.355
103 H 5.776 -5.900 1.297
104 H 0.861 6.909 1.411
105 H 1.552 5.515 -1.714
106 H -0.786 -1.596 3.181
107 H 2.355 -0.086 -2.146
108 H 3.731 -4.551 2.122
109 H 0.264 0.153 4.197
110 H 1.747 7.273 -0.073
111 H 6.433 -2.927 -0.722
112 H 0.743 -6.736 -3.342
113 H 0.248 -0.592 -2.662
114 H 2.637 -1.638 -2.841
115 H 1.650 1.658 -5.287
116 H 2.801 -5.700 -2.312
117 H 0.610 -5.352 -4.438
118 H 2.615 6.779 1.386
119 H 2.057 3.858 -3.293
120 H 2.636 -4.297 -3.361
121 H 1.609 -0.598 -4.599

---

(2)
Below is a structure of composition C50H41BiF4N8O4P2 in a non-equilibrium geometry, with properties calculated with wB97M-V/def2-TZVPD.

Output
Highest occupied orbital energy (spin up / spin down)   -13.331 / -13.331 eV
Charge   +2
DFT total energy   -107893.5994 eV
E_LUMO (spin up / spin down)   -7.5327 / -7.5387 eV

Atoms and positions in Å:
1 Bi 1.149 -0.626 -1.088
2 P -1.210 -1.043 0.054
3 P -0.668 -1.559 -2.764
4 F 4.571 3.455 2.679
5 F 5.720 -1.791 1.756
6 F 5.483 -0.919 4.285
7 F 4.955 2.605 0.168
8 O 2.413 1.042 0.625
9 O 0.980 1.658 -0.777
10 O -0.166 0.241 1.355
11 O 1.734 0.481 -3.271
12 N 4.298 0.087 6.857
13 N 4.182 1.221 -2.395
14 N -1.101 2.200 2.242
15 N 4.273 -2.530 -0.931
16 N -1.197 2.735 3.504
17 N -1.754 -1.768 -1.482
18 N 2.905 3.647 5.260
19 N 1.765 1.962 0.140
20 C 4.600 0.667 -1.479
21 C -1.694 3.250 -1.272
22 C 5.203 0.355 0.883
23 C 0.436 -4.066 2.245
24 C -1.332 3.006 1.094
25 C 4.382 0.760 5.935
26 C -3.101 -0.402 -5.832
27 C 5.320 -0.070 3.282
28 C 5.444 -0.511 2.000
29 C 1.286 -5.053 -1.862
30 C 0.279 -2.944 1.451
31 C 3.648 2.800 5.049
32 C -0.388 1.022 2.338
33 C 5.048 1.749 1.181
34 C 0.300 -4.083 -1.919
35 C -3.622 0.316 -0.341
36 C 2.396 -4.967 -2.686
37 C -2.110 -3.206 1.561
38 C 4.960 -0.138 -0.387
39 C -0.996 -2.502 1.113
40 C 4.396 1.626 4.817
41 C 2.509 -3.929 -3.600
42 C -3.096 -0.241 1.941
43 C -0.399 2.333 5.792
44 C 1.299 2.884 -3.585
45 C -0.510 1.960 4.367
46 C -1.330 4.395 1.210
47 C -2.291 3.587 3.908
48 C -1.493 2.444 -0.166
49 C -3.048 -1.490 -6.691
50 C -4.762 0.974 0.081
51 C -1.948 -4.326 2.357
52 C -2.279 -2.597 -6.364
53 C -2.785 -0.293 0.589
54 C 0.014 0.889 3.677
55 C -2.390 -0.418 -4.645
56 C -1.768 4.624 -1.142
57 C 4.852 2.178 2.455
58 C 0.413 -3.034 -2.827
59 C -5.060 1.045 1.434
60 C -4.241 0.417 2.358
61 C -1.620 -1.532 -4.318
62 C 0.904 1.457 -3.918
63 C 4.879 1.272 3.571
64 C 1.528 -2.960 -3.666
65 C -1.559 -2.622 -5.183
66 C -1.572 5.190 0.106
67 C -2.980 -2.542 -1.638
68 C -0.677 -4.755 2.704
69 C 4.686 -1.493 -0.666
70 H -1.953 5.248 -2.002
71 H -2.238 -3.439 -7.038
72 H -1.099 4.871 2.148
73 H -3.387 -2.395 -2.638
74 H -0.553 -5.623 3.332
75 H 1.175 3.078 -2.522
76 H -1.372 2.322 6.282
77 H -3.106 -2.875 1.304
78 H 1.187 -5.873 -1.167
79 H -2.943 3.767 3.058
80 H 0.264 1.654 6.317
81 H 1.427 -4.404 2.511
82 H -3.371 0.282 -1.391
83 H -2.873 3.091 4.691
84 H -0.003 3.346 5.874
85 H 1.147 -2.391 1.111
86 H 0.620 0.094 4.061
87 H -5.934 1.582 1.767
88 H 0.677 3.578 -4.146
89 H -1.938 4.541 4.296
90 H 1.601 -2.144 -4.373
91 H -0.961 -3.483 -4.928
92 H -2.816 -4.860 2.713
93 H -1.789 2.790 -2.244
94 H 0.978 1.277 -4.996
95 H -2.439 0.427 -3.974
96 H -3.692 0.459 -6.103
97 H 2.638 0.871 -3.204
98 H 3.367 -3.871 -4.250
99 H -3.721 -2.202 -0.916
100 H -0.122 1.246 -3.601
101 H -5.412 1.438 -0.643
102 H -0.563 -4.148 -1.271
103 H -2.814 -3.608 -1.481
104 H -2.453 -0.728 2.660
105 H -3.608 -1.476 -7.614
106 H 2.338 3.057 -3.859
107 H -4.493 0.437 3.407
108 H 3.179 -5.704 -2.613
109 H -1.591 6.260 0.226
110 H -1.417 1.383 -0.310

---

(3)
Below is a structure of composition C50H41F3GeIrN2OP2S2 in a non-equilibrium geometry, with properties calculated with wB97M-V/def2-TZVPD.

Output
Highest occupied orbital energy (spin up / spin down)   -10.546 / -10.547 eV
Charge   +1
DFT total energy   -165294.8134 eV
E_LUMO (spin up / spin down)   -4.5659 / -4.5657 eV

Atoms and positions in Å:
1 Ir -0.630 -0.110 0.221
2 Ge -0.343 0.793 2.618
3 S 1.052 -1.495 -1.196
4 S 0.964 1.811 -0.031
5 P 0.043 -0.611 -2.691
6 P -0.170 2.271 -1.613
7 F -3.008 1.120 1.507
8 F -3.251 -0.930 0.860
9 F -3.275 0.664 -0.561
10 O 0.671 -5.235 4.240
11 N -0.816 -2.065 1.119
12 N -0.241 -3.344 5.100
13 C -0.885 -2.440 -4.550
14 C -3.467 5.327 -0.897
15 C -1.512 3.398 -1.230
16 C -2.618 0.240 0.552
17 C -0.191 2.724 2.821
18 C -0.788 0.650 -1.779
19 C -0.434 -3.795 2.729
20 C 1.977 4.346 -5.068
21 C 2.494 -0.263 -3.912
22 C 3.333 0.135 -4.944
23 C -1.228 4.549 -0.503
24 C -0.888 -4.761 1.849
25 C -2.687 0.831 6.094
26 C 2.752 -0.713 5.012
27 C -2.773 3.209 -1.790
28 C -3.753 4.173 -1.615
29 C -0.066 3.733 -3.964
30 C -1.359 -4.346 0.615
31 C -3.540 -0.255 6.003
32 C -3.472 -2.482 -3.529
33 C 0.060 -4.198 4.094
34 C -2.209 5.515 -0.343
35 C -1.216 -1.646 -3.453
36 C 0.586 0.514 -5.171
37 C -1.221 4.895 3.101
38 C 3.676 -0.659 2.799
39 C 1.120 -0.080 -4.026
40 C 1.038 3.294 3.152
41 C 2.799 0.728 -6.077
42 C -1.781 1.099 5.074
43 C -1.319 3.545 2.794
44 C -1.698 0.278 3.948
45 C 2.464 -0.198 2.301
46 C -2.514 -1.668 -2.944
47 C 2.713 3.682 -4.097
48 C 1.427 0.925 -6.188
49 C 2.061 3.036 -3.057
50 C 3.824 -0.912 4.154
51 C 0.671 3.061 -2.988
52 C 1.141 4.649 3.438
53 C 1.382 0.023 3.151
54 C -1.847 -3.253 -5.129
55 C -1.314 -3.007 0.291
56 C 0.009 5.452 3.419
57 C -2.568 -0.813 3.875
58 C -3.139 -3.271 -4.622
59 C 0.589 4.367 -5.005
60 C 1.541 -0.253 4.513
61 C -0.404 -2.475 2.323
62 C -3.480 -1.078 4.886
63 H -2.290 3.131 2.554
64 H -4.480 -2.491 -3.136
65 H -1.586 -3.871 -5.977
66 H -4.737 4.025 -2.040
67 H -1.708 -2.666 -0.653
68 H 4.506 -0.825 2.124
69 H 4.401 -0.017 -4.860
70 H -2.724 1.481 6.959
71 H -1.990 6.412 0.220
72 H -4.258 -0.454 6.789
73 H 0.713 -0.102 5.198
74 H 0.019 4.891 -5.760
75 H 2.631 2.516 -2.296
76 H -4.231 6.082 -0.766
77 H 0.000 -1.738 2.998
78 H 1.015 1.391 -7.073
79 H -2.788 -1.038 -2.107
80 H 2.904 -0.721 -3.021
81 H 3.453 1.037 -6.883
82 H 0.122 -2.433 -4.948
83 H -4.154 -1.921 4.793
84 H 2.488 4.858 -5.873
85 H -2.111 5.511 3.096
86 H -2.584 -1.453 3.004
87 H 4.769 -1.270 4.541
88 H 2.374 -0.036 1.234
89 H 2.103 5.073 3.697
90 H 2.857 -0.918 6.069
91 H -3.891 -3.897 -5.085
92 H -0.250 4.688 -0.055
93 H 0.072 -3.582 6.026
94 H 0.085 6.504 3.660
95 H -1.129 1.958 5.172
96 H -0.808 -2.521 4.972
97 H -1.761 -5.043 -0.105
98 H -0.485 0.654 -5.268
99 H 1.930 2.679 3.192
100 H -1.147 3.780 -3.904
101 H 3.793 3.667 -4.147
102 H -2.992 2.307 -2.347
103 H -0.869 -5.804 2.138

---

(4)
Below is a structure of composition C50H42ClF3N5O2RuSTe, with properties calculated with wB97M-V/def2-TZVPD.

Output
Highest occupied orbital energy   -9.310 eV
Charge   +1
DFT total energy   -105458.0920 eV
E_LUMO   -2.6134 eV

Atoms and positions in Å:
1 Te 1.617 0.205 0.682
2 Ru -1.059 -0.514 -1.137
3 Cl 0.283 0.833 -7.994
4 S -2.100 1.178 0.330
5 F -6.103 0.138 -5.936
6 F -5.304 2.146 -6.065
7 F -6.693 1.634 -4.490
8 O 0.107 0.855 -2.129
9 O -2.718 -2.062 1.750
10 N -0.505 -1.580 1.632
11 N -2.500 0.119 -2.540
12 N -0.110 -1.897 -2.289
13 N -0.475 -1.803 0.256
14 N -4.241 -0.424 0.264
15 C 4.474 -0.586 0.525
16 C 1.308 4.486 0.908
17 C -2.710 1.391 -2.890
18 C -2.478 -0.226 4.138
19 C -1.688 -1.665 2.287
20 C -6.045 1.464 -0.438
21 C 0.364 2.004 -5.542
22 C -5.524 -0.788 0.079
23 C 1.800 -4.954 -1.304
24 C 0.327 1.992 -4.167
25 C 4.015 -1.238 -0.759
26 C -2.519 0.138 5.475
27 C -4.517 0.784 -4.313
28 C 0.061 -0.413 -4.182
29 C -1.017 -1.663 6.016
30 C -6.459 0.133 -0.294
31 C 1.723 -3.257 1.998
32 C 5.819 -0.662 0.863
33 C -3.706 1.765 -3.773
34 C -1.790 -0.581 6.414
35 C 7.770 -0.195 2.387
36 C 1.883 -4.695 0.051
37 C 3.602 0.071 1.407
38 C -0.048 3.695 2.731
39 C 0.154 0.797 -3.437
40 C 2.525 2.922 -0.644
41 C 0.119 -0.378 -5.586
42 C 0.130 -1.702 -3.538
43 C 0.375 -2.827 -0.163
44 C -1.685 -1.298 3.737
45 C -3.274 -0.828 -3.090
46 C 0.266 2.389 2.389
47 C -4.732 1.812 -0.225
48 C 4.063 0.617 2.611
49 C 1.637 3.184 0.543
50 C 0.692 -1.020 2.228
51 C 0.436 -2.998 -1.562
52 C 1.617 -2.106 2.666
53 C 1.112 2.148 1.318
54 C -4.293 -0.541 -3.974
55 C -0.957 -2.019 4.676
56 C 3.175 1.307 3.612
57 C 0.244 0.809 -6.258
58 C -3.781 0.836 0.117
59 C 1.236 -3.603 0.646
60 C 6.312 -0.108 2.036
61 C 0.478 4.743 1.990
62 C -5.658 1.173 -5.218
63 C 5.418 0.519 2.896
64 C 1.123 -4.058 -2.120
65 H 2.316 -5.801 -1.732
66 H -7.485 -0.163 -0.454
67 H 2.363 -4.018 2.430
68 H 1.996 2.320 -1.390
69 H 2.158 -1.962 3.592
70 H 0.485 2.935 -6.079
71 H -3.841 2.807 -4.029
72 H -1.831 -0.303 7.459
73 H 3.519 -0.532 -1.430
74 H -3.570 -1.121 0.635
75 H 2.832 3.855 -1.113
76 H -4.896 -1.336 -4.389
77 H -3.056 -1.845 -2.787
78 H 7.914 -0.809 3.277
79 H 0.523 -2.512 -4.152
80 H -0.172 1.581 2.962
81 H 3.585 1.194 4.615
82 H -3.046 0.321 3.396
83 H 0.433 -0.358 3.049
84 H 0.414 2.915 -3.608
85 H 6.500 -1.168 0.189
86 H -5.743 -1.833 0.251
87 H -6.761 2.223 -0.725
88 H 4.868 -1.653 -1.293
89 H 2.506 -5.324 0.674
90 H -0.707 3.887 3.566
91 H 0.074 -1.306 -6.145
92 H 5.785 0.940 3.826
93 H 3.317 -2.059 -0.565
94 H -3.129 0.975 5.786
95 H 3.097 2.376 3.401
96 H 3.435 2.390 -0.351
97 H 1.709 5.308 0.329
98 H 0.238 5.765 2.251
99 H -4.393 2.832 -0.337
100 H 8.350 -0.632 1.576
101 H 1.164 -4.194 -3.192
102 H 8.177 0.793 2.605
103 H -0.359 -2.867 4.363
104 H -2.047 2.110 -2.427
105 H -0.464 -2.234 6.749
106 H 2.164 0.905 3.618